The following is a DFT calculation (ωB97M-V/def2-TZVPD) of C2H3BeNO12S3 as an isolated structure.

Element x y z (Å)
S (2.502, 1.957, -0.067)
S (-0.184, -2.884, -3.647)
S (1.566, -4.309, 2.775)
O (1.613, -5.533, 1.981)
O (1.595, 1.805, 1.020)
O (2.257, -4.541, 4.060)
O (0.897, -2.302, -4.404)
O (2.209, -3.271, 2.006)
O (-1.091, -1.869, -3.137)
O (0.202, -3.835, 2.936)
O (2.186, 3.155, -0.874)
O (-0.828, -3.948, -4.403)
O (2.233, 0.749, -0.913)
O (0.387, -3.422, -2.434)
O (3.893, 1.894, 0.467)
N (-3.288, 2.649, 1.356)
C (-3.031, 5.122, 0.533)
C (-3.199, 3.716, 0.992)
Be (-0.882, -1.341, 0.382)
H (-2.008, 5.415, 0.770)
H (-3.244, 5.165, -0.535)
H (-3.784, 5.629, 1.136)

Properties
total energy: -2244.422169 hartree
total charge: -4
LUMO energy: 6.14 eV
multiplicity: 1
energy relative to the best compared isomer or geometry (same formula, charge and spin): 73.60 kcal per mole
HOMO-LUMO gap: 2.61 eV

The following is a DFT calculation (ωB97M-V/def2-TZVPD) of a 3-piece molecular cluster, C11H13F6NO7S overall.

Element x y z (Å)
S (3.212, 1.469, -1.589)
F (-7.311, 1.153, -3.983)
F (5.281, -0.223, 0.868)
F (-5.621, 2.368, -4.544)
F (-6.817, 2.905, -2.823)
F (6.854, -1.288, 1.895)
F (5.250, -0.402, 3.022)
O (5.196, -3.389, 1.400)
O (0.065, -0.021, 0.971)
O (3.461, -2.094, 2.021)
O (-0.715, 2.032, 0.431)
O (-4.267, 1.675, -2.362)
O (-5.712, -0.038, -2.149)
O (0.269, 4.114, 0.663)
N (0.797, 2.790, -1.211)
C (-3.330, 1.016, -1.486)
C (-6.301, 1.873, -3.504)
C (5.547, -1.050, 1.888)
C (1.809, 2.178, -1.466)
C (2.553, -3.203, 1.886)
C (0.449, 2.819, 0.224)
C (-5.401, 1.027, -2.594)
C (-0.380, 1.017, 1.336)
C (2.619, -4.119, 3.090)
C (4.735, -2.343, 1.744)
C (-2.553, -0.054, -2.223)
H (-3.848, 0.612, -0.616)
H (-3.210, -0.851, -2.570)
H (-2.653, 1.790, -1.135)
H (1.562, -2.763, 1.800)
H (-1.796, -0.488, -1.570)
H (0.906, 4.280, 1.361)
H (2.753, -3.740, 0.960)
H (-2.061, 0.370, -3.099)
H (-0.544, 1.244, 2.401)
H (1.872, -4.908, 3.006)
H (1.295, 2.379, 0.770)
H (3.601, -4.582, 3.181)
H (2.436, -3.557, 4.006)

Properties
SMILES: O=CO[C@H](O)N=C=S.CCOC(=O)C(F)(F)F.CCOC(=O)C(F)(F)F
total energy: -2005.773632 hartree
total charge: 0
LUMO energy: -0.14 eV
multiplicity: 1
energy relative to the best compared isomer or geometry (same formula, charge and spin): 0.00 kcal per mole
HOMO-LUMO gap: 9.88 eV

The following is a DFT calculation (ωB97M-V/def2-TZVPD) of a 7-piece molecular cluster, C7H22Cl6O4 overall.

Element x y z (Å)
Cl (8.472, 11.958, 12.682)
Cl (8.067, 8.086, 10.123)
Cl (5.315, 7.389, 10.748)
Cl (6.387, 12.825, 6.076)
Cl (8.112, 14.932, 12.510)
Cl (8.306, 11.848, 8.084)
O (4.345, 13.527, 12.647)
O (8.139, 8.312, 5.752)
O (4.937, 11.668, 10.166)
O (6.696, 5.139, 6.824)
C (7.927, 13.384, 11.666)
C (7.765, 13.310, 7.185)
C (3.875, 10.729, 10.121)
C (6.755, 8.241, 11.317)
C (4.737, 13.100, 13.948)
C (6.707, 8.379, 5.791)
C (7.517, 4.387, 7.688)
H (6.257, 7.893, 4.993)
H (8.386, 8.244, 6.679)
H (6.890, 13.238, 11.507)
H (7.813, 4.875, 8.653)
H (6.962, 3.543, 8.008)
H (4.442, 12.744, 12.094)
H (6.248, 7.843, 6.636)
H (3.886, 10.227, 11.115)
H (7.315, 5.651, 6.266)
H (7.371, 13.980, 7.895)
H (5.785, 13.034, 14.145)
H (7.122, 7.861, 12.298)
H (2.902, 11.217, 10.071)
H (6.442, 9.282, 11.474)
H (5.093, 12.132, 9.366)
H (6.351, 9.363, 5.752)
H (8.583, 13.657, 6.560)
H (4.357, 13.821, 14.711)
H (8.374, 4.050, 7.175)
H (8.551, 13.464, 10.779)
H (3.948, 9.904, 9.346)
H (4.278, 12.168, 14.172)

Properties
SMILES: ClCCl.ClCCl.ClCCl.CO.CO.CO.CO
total energy: -3341.908708 hartree
total charge: 0
LUMO energy: 0.29 eV
multiplicity: 1
HOMO-LUMO gap: 10.60 eV

The following is a DFT calculation (ωB97M-V/def2-TZVPD) of an isolated ion of composition C2NO5S and charge -1.

Element x y z (Å)
S (0.435, -1.471, 0.368)
O (0.314, -2.786, -0.220)
O (1.244, -0.581, -0.555)
O (-2.578, 1.041, -0.161)
O (1.976, 1.671, -0.459)
O (0.676, 0.944, 1.190)
N (-1.123, -0.800, -0.046)
C (-1.744, 0.199, -0.077)
C (1.296, 0.999, 0.179)

Properties
total energy: -905.453195 hartree
total charge: -1
LUMO energy: 3.66 eV
multiplicity: 1
energy relative to the best compared isomer or geometry (same formula, charge and spin): 12.46 kcal per mole
HOMO-LUMO gap: 9.26 eV

The following is a DFT calculation (ωB97M-V/def2-TZVPD) of C18H26MoN10O5Si2 as an isolated structure.

Element x y z (Å)
Mo (0.285, 0.029, 0.741)
Si (-0.525, 1.930, -0.745)
Si (-1.921, -0.709, -0.249)
O (0.072, -3.939, 2.401)
O (1.470, -0.674, -2.744)
O (4.291, 0.512, -0.191)
O (2.124, 1.088, 0.093)
O (-0.349, -1.833, 1.766)
N (3.939, 0.200, 3.182)
N (-1.320, 2.388, 3.892)
N (-0.038, 2.306, 4.329)
N (3.984, -1.567, 1.654)
N (1.951, -0.552, 2.116)
N (1.934, 1.299, 3.553)
N (-1.448, 1.784, 2.764)
N (2.010, -1.811, 0.157)
N (4.646, -0.778, 2.600)
N (-0.254, 1.233, 2.407)
C (-2.827, 2.680, -2.429)
C (-3.231, -1.072, 1.069)
C (-4.045, 0.221, -2.076)
C (2.831, -0.965, 1.027)
C (-4.032, 2.414, -3.063)
C (0.555, 1.587, 3.408)
C (1.642, -1.996, -2.292)
C (1.496, -3.047, 0.771)
C (-2.827, 0.481, -1.431)
C (-0.657, 3.570, 0.201)
C (3.158, 0.345, 0.226)
C (-2.211, 1.722, -1.611)
C (2.657, 0.323, 2.965)
C (0.584, 2.444, -2.210)
C (2.637, -2.112, -1.151)
C (-1.877, -2.354, -1.231)
C (0.299, -2.936, 1.729)
C (-4.645, 1.173, -2.888)
H (-4.194, -1.301, 0.596)
H (-1.201, -3.088, -0.780)
H (-3.354, -0.201, 1.720)
H (3.461, -1.421, -1.328)
H (-2.355, 3.649, -2.576)
H (1.621, 2.579, -1.895)
H (1.126, -3.662, -0.050)
H (0.686, -2.424, -1.977)
H (1.009, -0.170, -2.050)
H (0.292, 3.805, 0.698)
H (-5.587, 0.957, -3.381)
H (4.692, -1.828, 0.977)
H (-1.558, -2.179, -2.264)
H (0.562, 1.715, -3.024)
H (-2.876, -2.806, -1.253)
H (3.053, -3.127, -1.133)
H (2.406, 1.838, 4.260)
H (2.287, -3.609, 1.274)
H (-2.926, -1.917, 1.691)
H (0.215, 3.396, -2.613)
H (-0.890, 4.388, -0.491)
H (-4.535, -0.741, -1.938)
H (-1.430, 3.517, 0.969)
H (2.010, -2.574, -3.144)
H (-4.497, 3.166, -3.694)
H (1.625, -1.344, 2.667)

Properties
⟨S²⟩: 2.03
total energy: -2272.536556 hartree
total charge: -2
LUMO energy (alpha / beta): 4.87 / 4.69 eV
multiplicity: 3
HOMO-LUMO gap (alpha / beta): 6.13 / 5.56 eV

The following is a DFT calculation (ωB97M-V/def2-TZVPD) of a 2-piece molecular cluster, C20H21BrF3NO2 overall.

Element x y z (Å)
Br (7.266, 1.317, 2.372)
F (-6.109, -1.222, -0.889)
F (-5.514, -2.728, -2.372)
F (-5.277, -3.148, -0.233)
O (-0.914, 0.843, 1.552)
O (0.521, 2.542, 1.851)
N (1.086, -0.372, -2.071)
C (2.702, 0.622, 1.370)
C (-2.694, -2.431, -0.970)
C (0.163, 0.027, -1.212)
C (-3.176, 1.085, 2.211)
C (-1.826, 1.746, 2.206)
C (-3.575, -0.229, -1.470)
C (4.573, 2.131, 1.915)
C (2.332, 0.380, -2.252)
C (-1.177, -0.539, -1.155)
C (-2.288, 0.292, -1.417)
C (-1.405, -1.917, -0.934)
C (3.233, 1.930, 1.618)
C (-3.771, -1.581, -1.200)
C (1.336, 0.404, 1.080)
C (0.351, 1.362, 1.530)
C (-5.158, -2.161, -1.175)
C (0.909, -1.554, -2.913)
C (4.962, -0.272, 1.765)
C (3.625, -0.478, 1.443)
C (5.440, 1.029, 2.011)
H (-3.537, 0.926, 1.193)
H (-1.846, 2.704, 1.668)
H (5.647, -1.117, 1.825)
H (3.029, -0.272, -2.785)
H (2.543, 2.770, 1.619)
H (4.941, 3.141, 2.076)
H (0.319, 1.029, -0.792)
H (-2.124, 1.355, -1.612)
H (-0.068, -1.551, -3.421)
H (0.990, -0.608, 0.916)
H (-3.904, 1.718, 2.723)
H (2.759, 0.669, -1.286)
H (-2.870, -3.493, -0.813)
H (-0.567, -2.582, -0.723)
H (3.238, -1.488, 1.296)
H (-3.153, 0.124, 2.735)
H (-1.477, 1.916, 3.235)
H (1.721, -1.545, -3.642)
H (-4.430, 0.403, -1.712)
H (2.174, 1.291, -2.851)
H (1.000, -2.465, -2.306)

Properties
total energy: -3853.497458 hartree
total charge: 0
LUMO energy: -1.20 eV
multiplicity: 1
HOMO-LUMO gap: 5.09 eV